{
  "formula": "C16H18BrN3O3",
  "method": "ωB97M-V/def2-TZVPD",
  "homo_lumo_gap_ev": 9.588,
  "lumo_energy_ha": 0.020,
  "e_homo_ev": -9.1,
  "total_charge": 0,
  "multiplicity": 1,
  "elements": ["C", "O", "C", "O", "C", "C", "N", "N", "N", "C", "C", "C", "C", "C", "C", "C", "C", "C", "C", "Br", "O", "C", "C", "H", "H", "H", "H", "H", "H", "H", "H", "H", "H", "H", "H", "H", "H", "H", "H", "H", "H"],
  "positions_angstrom": [[-4.63099, -2.73071, -0.37387], [-3.25051, -3.00078, -0.48379], [-2.49375, -1.88534, -0.23759], [-2.88244, -0.79312, 0.14271], [-1.00948, -2.10647, -0.38990], [-0.40996, -1.18910, -1.44718], [-1.04420, -1.07809, -2.69001], [-0.36200, -0.21446, -3.40219], [0.75610, 0.13579, -2.71081], [0.72348, -0.44339, -1.47027], [1.85023, -0.19948, -0.46937], [2.09611, -1.33244, 0.60310], [1.67510, 1.27419, 0.07346], [0.93166, 1.36024, 1.35136], [-0.45290, 1.23112, 1.31058], [-1.22066, 1.21849, 2.50552], [-0.60312, 1.43448, 3.72778], [0.80175, 1.66120, 3.79101], [1.54571, 1.59550, 2.60591], [3.41718, 1.93232, 2.75400], [1.01960, 2.16423, -0.84092], [1.66235, 2.39497, -2.11205], [1.70787, 1.20582, -3.10867], [-4.94565, -2.02587, -1.14965], [-5.22172, -3.62687, -0.53982], [-4.92710, -2.31956, 0.58353], [-0.51402, -1.92585, 0.54227], [-0.81591, -3.11042, -0.67195], [2.74400, -0.20562, -1.09390], [2.06183, -2.31414, 0.12017], [1.36997, -1.33180, 1.42552], [3.05580, -1.20669, 1.06024], [2.66253, 1.72048, 0.29453], [-0.95152, 1.10947, 0.33559], [-2.29364, 1.04312, 2.41926], [-1.23234, 1.44366, 4.61334], [1.21158, 1.83769, 4.76682], [2.68703, 2.73665, -1.93434], [1.10484, 3.17079, -2.56988], [2.74934, 0.83873, -3.21400], [1.42784, 1.53128, -4.11654]],
  "forces_ev_per_angstrom": [[-1.426, 0.275, -0.540], [0.819, 1.378, 0.391], [0.329, 0.966, 0.715], [-0.551, -1.654, -0.625], [0.229, 0.532, -1.214], [-1.237, -0.775, -0.842], [1.520, 1.525, 0.761], [0.305, -0.599, 0.146], [-0.314, 0.073, 0.477], [0.781, -0.065, 0.621], [-0.509, -0.008, -0.255], [-1.104, 0.720, -0.684], [1.414, 0.525, -0.131], [-0.665, 0.149, 1.016], [-0.701, -0.320, 0.742], [0.550, 0.102, -1.090], [0.704, 0.097, -0.487], [-1.519, -0.568, -0.908], [-0.716, 0.067, 0.311], [-0.051, -0.130, -0.016], [0.170, -0.597, -0.985], [0.345, -0.890, 1.065], [-0.385, -0.683, -0.015], [0.185, 0.074, 0.126], [0.467, -0.372, 0.012], [0.295, 0.116, 0.272], [-0.012, 0.165, 0.639], [0.159, -1.094, -0.245], [0.226, 0.127, 0.044], [0.042, 0.194, -0.005], [0.007, 0.138, -0.308], [0.670, 0.162, 0.155], [-0.058, -0.462, -0.413], [0.283, -0.006, 0.635], [0.292, 0.098, 0.135], [0.367, 0.041, 0.072], [0.541, 0.122, 0.030], [-0.002, 0.073, -0.036], [-0.571, 0.859, -0.179], [-0.702, -0.298, 0.316], [-0.179, -0.058, 0.298]],
  "lowdin_charge": [-0.076, -0.022, -0.452, 0.097, -0.023, -0.202, 0.078, 0.040, -0.069, -0.153, -0.162, -0.021, -0.284, -0.224, -0.002, -0.059, -0.078, -0.117, -0.588, 0.765, -0.098, -0.133, -0.069, 0.101, 0.091, 0.090, 0.102, 0.111, 0.131, 0.088, 0.075, 0.065, 0.093, 0.124, 0.106, 0.102, 0.090, 0.125, 0.110, 0.123, 0.121]
}